C62H44CeN9OP2 as an isolated structure in a non-equilibrium geometry, computed with ωB97M-V/def2-TZVPD.

```
119
Properties=species:S:1:pos:R:3:forces:R:3
Ce 0.2645 -0.7035 -0.3491 0.055 -0.239 -0.164
C -4.5368 -5.7917 -0.7955 -0.368 0.386 -0.496
C -4.0791 -6.0922 0.4770 0.428 0.094 0.858
C -2.9375 -5.4678 0.9845 0.101 0.062 -0.910
C -2.3043 -4.5246 0.1648 -0.299 0.296 -0.461
C -1.0957 -3.6944 0.3737 -0.725 -1.175 1.414
N -0.8953 -2.8785 -0.6458 0.337 0.520 -0.960
C -1.7915 -3.1601 -1.6352 -1.362 -0.377 -1.094
N -1.7882 -2.6952 -2.8950 0.099 -1.086 1.242
C -0.7961 -1.9851 -3.4101 0.790 0.913 0.267
C -0.6275 -1.6862 -4.8254 -1.330 -1.048 -0.058
C -1.2481 -2.2297 -5.9673 -0.515 -0.063 0.779
C -0.8004 -1.8782 -7.1962 0.929 0.989 -1.664
C 0.3016 -0.9712 -7.3224 -0.079 -0.456 0.824
C 0.9223 -0.4720 -6.1927 -0.110 0.167 0.275
C 0.4293 -0.8280 -4.9242 0.958 0.432 -1.673
C 0.9830 -0.6496 -3.6126 0.361 0.022 0.870
N 2.1088 0.0304 -3.3595 0.720 -0.203 0.665
C 2.8618 -0.0950 -2.2496 -0.588 -0.019 -0.701
N 2.5558 -0.8147 -1.1190 0.174 0.396 -0.450
C 3.6383 -0.8566 -0.3048 0.443 0.167 -0.462
N 3.7690 -1.5387 0.8270 -0.495 -0.275 0.043
C 2.8089 -2.3320 1.2902 -1.000 0.487 -0.746
N 1.5007 -2.4765 0.8157 0.776 -0.612 0.992
C 0.9017 -3.4725 1.5570 0.296 0.775 -0.010
N -0.3448 -3.8966 1.4541 0.277 -0.482 -0.364
C 1.8554 -4.0104 2.5469 0.019 -0.048 0.275
C 1.8415 -5.0692 3.4768 -0.173 0.224 -0.513
C 2.9729 -5.2995 4.2349 0.325 -0.164 0.311
C 4.1147 -4.4984 4.0895 -0.545 0.469 -0.512
C 4.1404 -3.4595 3.1605 -0.117 -0.375 0.254
C 3.0051 -3.2364 2.3931 0.411 -0.661 0.533
C 4.7329 -0.0915 -0.9383 0.094 -0.446 1.379
C 6.0336 0.1317 -0.4871 0.239 0.757 -0.731
C 6.8929 0.8983 -1.2969 -2.124 -0.874 0.728
C 6.3996 1.3882 -2.4997 -0.195 0.017 -0.048
C 5.0923 1.1807 -2.9288 0.150 -0.343 -0.086
C 4.2393 0.4177 -2.1204 0.103 0.356 -0.872
N 0.2381 -1.3615 -2.7362 -0.759 -0.204 0.320
C -2.7874 -4.1967 -1.1240 1.025 0.007 0.439
C -3.8979 -4.8932 -1.6313 0.271 1.739 -0.636
H -5.4816 -6.1770 -1.1325 -0.166 -0.423 -0.075
H -4.6401 -6.7831 1.1124 0.225 0.167 -0.294
H -2.5146 -5.7315 1.9381 -0.018 0.074 0.255
H -2.0759 -2.9149 -5.8919 -0.110 -0.142 0.288
H -1.2593 -2.2495 -8.1346 0.264 0.108 0.860
H 0.7355 -0.7392 -8.2779 -0.168 0.072 -0.351
H 1.7888 0.1802 -6.2158 -0.031 -0.068 -0.303
H 1.0152 -5.7546 3.5882 -0.321 0.220 -0.130
H 2.9959 -6.1274 4.9655 -0.092 0.538 -0.512
H 4.9576 -4.6993 4.7107 0.543 -0.040 0.263
H 4.9922 -2.8212 2.9979 0.291 -0.027 0.114
H 6.3189 -0.2272 0.4805 0.234 -0.254 0.302
H 7.8613 1.1696 -0.9762 0.960 0.030 0.284
H 7.1052 1.9500 -3.0770 -0.011 0.339 -0.564
H 4.7937 1.5462 -3.9001 -0.223 0.087 0.012
H -4.3260 -4.5512 -2.6019 0.357 -0.678 0.784
C -2.5693 -0.7614 1.7345 0.299 -0.721 0.247
P -2.7051 -0.0717 0.0544 -1.137 0.548 -0.295
C -4.2983 -0.7895 -0.5508 -0.173 -0.172 0.944
C -5.3283 -1.0921 0.3480 -0.008 -0.242 0.532
C -6.5468 -1.6105 -0.0774 1.710 0.151 -1.078
C -6.7342 -1.8631 -1.4504 -0.447 0.529 1.034
C -5.7474 -1.5301 -2.3634 0.005 0.058 0.560
C -4.5378 -1.0292 -1.8808 0.314 0.065 -1.106
C -3.2336 1.6849 0.3176 0.566 0.301 -0.430
C -3.3626 2.5072 -0.8076 -0.394 -0.453 -0.366
C -3.7177 3.8581 -0.7177 0.762 -0.808 -0.163
C -3.7873 4.4225 0.5390 -0.039 -0.755 0.685
C -3.6116 3.6417 1.6907 -0.572 -0.174 -0.535
C -3.3680 2.2707 1.5633 0.335 -0.139 1.236
C -1.3255 -0.2539 2.4329 -1.402 -0.179 1.295
C -1.0919 -0.1294 3.7940 -0.194 -0.321 0.186
C 0.1363 0.5836 3.9235 -0.483 -0.589 0.133
C 0.5600 0.8673 2.6394 -0.863 -0.151 0.449
C 1.6052 1.7874 2.1392 -0.457 0.019 -0.625
P 0.7415 3.3171 1.4402 0.395 0.608 -0.137
C 0.8289 4.3688 2.9589 0.589 0.098 -0.340
C -0.1230 4.0660 3.9302 0.160 -0.210 -0.681
C -0.0247 4.6063 5.1911 -0.510 0.021 1.412
C 0.9666 5.5252 5.5277 0.231 -0.422 -2.024
C 1.8708 5.8970 4.5114 -0.041 -0.403 0.115
C 1.8460 5.3023 3.2422 -0.961 -0.136 0.233
C 1.9816 4.0402 0.2174 -0.786 -1.112 0.937
C 1.4758 4.6184 -0.9368 0.493 0.454 -0.245
C 2.3673 4.9192 -1.9668 0.360 -0.106 -0.032
C 3.7325 4.6455 -1.8395 0.313 -0.194 -0.915
C 4.2202 4.0302 -0.7086 -0.732 -0.161 0.901
C 3.3244 3.7107 0.2904 -0.293 0.282 0.649
N -0.3643 0.3649 1.7585 1.190 0.753 -1.656
H -2.5741 -1.8553 1.6007 0.199 0.073 -0.091
H -3.4620 -0.6081 2.3321 -0.047 0.398 0.203
H -5.1502 -0.9985 1.4247 -0.236 0.175 -0.441
H -7.2589 -1.8488 0.6679 -0.836 -0.266 0.362
H -7.7103 -2.2439 -1.6998 -0.040 -0.167 -0.587
H -5.8833 -1.6174 -3.4327 -0.072 -0.233 0.035
H -3.7517 -0.8494 -2.6028 0.083 0.119 -0.051
H -3.2360 2.0066 -1.7677 -0.055 0.373 -0.090
H -3.8464 4.4555 -1.6167 -0.022 -0.112 0.160
H -4.0060 5.4543 0.6405 -0.191 0.852 0.116
H -3.8005 4.0949 2.6632 0.371 -0.156 -0.146
H -3.1989 1.6392 2.4584 -0.245 0.616 -0.487
H -1.7599 -0.5155 4.5673 0.441 0.174 -0.128
H 0.6380 0.7595 4.8582 0.151 0.332 0.046
H 2.1858 1.2943 1.3708 0.318 0.021 -0.589
H 2.2872 2.0349 2.9177 0.586 0.369 0.661
H -0.9143 3.3736 3.6535 0.034 0.012 0.294
H -0.7349 4.2747 5.9666 0.304 0.285 -0.450
H 1.0250 5.9486 6.5015 0.068 0.245 0.576
H 2.6478 6.6087 4.7341 0.119 0.230 0.033
H 2.5274 5.5870 2.4380 0.036 -0.056 0.445
H 0.4171 4.8524 -0.9859 0.015 -0.022 -0.233
H 2.0566 5.3234 -2.9178 -0.350 0.185 0.029
H 4.4037 4.8161 -2.6904 -0.333 0.152 0.367
H 5.2105 3.7377 -0.4441 0.911 0.104 -0.795
H 3.6797 3.2323 1.1912 0.147 -0.138 0.055
O 0.0341 1.7232 -1.1960 -0.152 0.098 -0.069
H 0.4739 2.2703 -1.8608 0.031 -0.080 0.095
H -0.4197 2.3359 -0.5807 0.202 -0.151 -0.030
```
Forces are in eV/Å.

max |F| = 2.41 eV Å⁻¹
2S+1 = 2
relative energy (zero: lowest compared OMol25 entry of this formula, charge and spin) = 0.0 kcal/mol
charge = 0
HOMO-LUMO gap (alpha / beta) = 4.93 / 5.06 eV

These are the Mulliken partial charges, in e, on atoms 1 to 8: atom 1 (Ce): 0.2981, atom 2 (C): -0.6804, atom 3 (C): -0.6386, atom 4 (C): -0.3384, atom 5 (C): 0.3027, atom 6 (C): -0.1787, atom 7 (N): 0.3910, atom 8 (C): -0.2079